(1)
# C5H11NO

One molecule with the formula C5H11NO (wB97M-V/def2-TZVPD, OMol25).

Values from the calculation:
HOMO	-9.2	eV
SMILES	CCN1C[C@H]1CO
E_LUMO	1.018	eV
molar mass	101.15	g/mol
Kohn-Sham gap	10.24	eV
charge	0

CARTESIAN COORDINATES (ANGSTROEM)
C -2.115 -0.046 -0.670
C -1.415 -0.600 0.567
N 0.039 -0.399 0.638
C 0.573 0.844 1.171
C 0.736 0.506 -0.260
C 2.039 -0.055 -0.800
O 2.634 -0.922 0.131
H -3.157 -0.380 -0.681
H -1.639 -0.405 -1.589
H -2.121 1.049 -0.691
H -1.865 -0.173 1.473
H -1.586 -1.681 0.615
H -0.138 1.633 1.420
H 1.410 0.736 1.857
H 0.146 1.088 -0.967
H 1.832 -0.569 -1.754
H 2.747 0.756 -1.007
H 1.883 -1.383 0.546

=====

(2)
# C14H16O

A 2-piece molecular cluster, C14H16O overall at a distorted geometry (wB97M-V/def2-TZVPD, OMol25).

Values from the calculation:
HOMO	-8.5	eV
SMILES	Cc1ccc(O)cc1.Cc1ccccc1
E_LUMO	0.786	eV
molar mass	200.28	g/mol
Kohn-Sham gap	9.29	eV
charge	0

CARTESIAN COORDINATES (ANGSTROEM)
C 0.241 -1.891 -3.152
C -0.450 -2.344 -1.891
C 0.032 -2.039 -0.637
C -0.445 -2.602 0.549
C -1.474 -3.509 0.446
O -1.877 -4.309 1.493
C -1.939 -3.892 -0.813
C -1.422 -3.339 -1.960
H 0.702 -0.906 -3.048
H -0.478 -1.831 -3.960
H 1.042 -2.583 -3.412
H 0.896 -1.384 -0.584
H 0.069 -2.301 1.447
H -1.858 -3.827 2.324
H -2.768 -4.588 -0.815
H -1.852 -3.592 -2.927
C 2.678 1.912 0.885
C 1.356 2.608 1.054
C 0.402 2.572 0.056
C -0.774 3.313 0.205
C -0.972 4.098 1.322
C -0.045 4.087 2.358
C 1.141 3.397 2.191
H 2.958 1.836 -0.166
H 2.632 0.895 1.299
H 3.474 2.375 1.467
H 0.524 1.965 -0.834
H -1.507 3.272 -0.593
H -1.920 4.598 1.461
H -0.246 4.652 3.259
H 1.879 3.356 2.978

=====

(3)
# H3N2O

A 2-piece molecular cluster, H3N2O overall at a distorted geometry (wB97M-V/def2-TZVPD, OMol25).

Values from the calculation:
HOMO (alpha / beta)	-2.1 / -2.1	eV
E_LUMO (alpha / beta)	4.635 / 4.635	eV
molar mass	47.04	g/mol
Kohn-Sham gap (alpha / beta)	6.70 / 6.70	eV
charge	-1

CARTESIAN COORDINATES (ANGSTROEM)
N -0.101 -0.894 -0.299
N -0.358 -0.678 0.924
O -0.060 1.701 1.064
H 0.812 -0.609 -0.698
H -0.708 -1.084 -1.205
H 0.416 1.563 0.213

=====

(4)
# C5H11O4Tl

C5H11O4Tl as an isolated structure at a distorted geometry (wB97M-V/def2-TZVPD, OMol25).

Values from the calculation:
HOMO (alpha / beta)	-11.9 / -14.3	eV
E_LUMO (alpha / beta)	-4.683 / -5.788	eV
molar mass	339.52	g/mol
expectation value of S²	1.76
Kohn-Sham gap (alpha / beta)	7.25 / 8.49	eV
2S+1	2
charge	+1

CARTESIAN COORDINATES (ANGSTROEM)
C 4.396 -0.436 -0.345
O 4.107 0.873 -0.724
C 3.213 -1.366 -0.613
O 2.060 -0.705 -0.071
C 0.775 -1.202 -0.444
C -0.214 -0.135 -0.113
O 0.251 1.126 -0.493
C -0.743 2.155 -0.592
Tl 2.277 1.271 -0.447
H 4.649 -0.499 0.732
H 5.262 -0.845 -0.896
H 3.334 -2.349 -0.136
H 3.056 -1.500 -1.696
H 0.539 -2.128 0.098
H 0.779 -1.425 -1.525
H -1.068 -0.314 1.456
H -0.269 3.035 -1.037
H -1.563 1.798 -1.228
H -1.109 2.390 0.416
H -1.273 -0.315 -0.331
O -1.720 -0.360 2.515

=====

(5)
# C46H77ClN4O6PS3

A 5-piece molecular cluster, C46H77ClN4O6PS3 overall at a distorted geometry (wB97M-V/def2-TZVPD, OMol25).

Values from the calculation:
HOMO	-9.7	eV
E_LUMO	-4.355	eV
molar mass	944.77	g/mol
Kohn-Sham gap	5.38	eV
charge	+1

CARTESIAN COORDINATES (ANGSTROEM)
C -2.835 -3.834 -3.801
O -3.547 -3.935 -2.517
C -4.591 -2.908 -2.373
C -4.212 -1.737 -1.240
C -3.815 -0.357 -2.060
C -2.232 -0.466 -2.482
C -1.298 0.770 -1.911
N -1.509 2.092 -2.615
C -1.852 2.071 -4.088
N -3.043 1.743 -4.723
P -3.162 1.792 -6.501
S -4.269 0.300 -7.160
N -0.541 2.521 -4.726
C 0.309 3.271 -3.683
C 1.820 2.635 -3.717
C 2.481 2.492 -5.210
C 3.422 1.110 -5.165
Cl 5.181 1.442 -5.756
C -0.534 3.227 -2.238
C -1.293 4.600 -1.764
C -2.867 4.716 -2.207
O -3.020 5.305 -3.575
C 0.441 2.898 -0.960
C 1.471 4.103 -0.543
C 1.242 4.395 1.080
S 2.544 3.524 2.116
C 2.081 1.750 2.495
S 2.229 0.604 1.202
N 1.616 1.190 3.817
C 1.197 2.253 4.805
C 2.172 3.315 5.585
C 1.545 4.395 6.680
C -0.065 4.446 7.072
C -1.063 3.386 6.279
C -0.433 2.308 5.169
C 2.572 0.178 4.407
C 1.873 -1.195 5.058
C 2.830 -2.350 5.732
C 4.464 -2.068 5.738
C 5.148 -0.698 5.106
C 4.183 0.483 4.421
H -1.934 -3.091 -3.646
H -3.500 -3.535 -4.717
H -2.341 -4.883 -4.073
H -4.873 -2.451 -3.413
H -5.572 -3.427 -1.957
H -5.173 -1.486 -0.618
H -3.346 -2.111 -0.518
H -4.438 -0.338 -3.077
H -4.022 0.628 -1.447
H -1.817 -1.448 -1.945
H -2.069 -0.675 -3.645
H -1.429 0.838 -0.728
H -0.170 0.423 -2.092
H -3.890 1.473 -4.168
H -3.805 3.031 -6.889
H -1.868 1.630 -7.140
H -0.145 1.569 -4.974
H 0.488 4.394 -4.037
H 1.746 1.569 -3.194
H 2.551 3.266 -3.040
H 1.716 2.318 -6.080
H 3.198 3.399 -5.432
H 3.533 0.679 -4.070
H 2.951 0.259 -5.825
H -0.681 5.569 -2.095
H -1.273 4.611 -0.578
H -3.497 3.735 -2.058
H -3.359 5.522 -1.478
H -2.473 4.795 -4.243
H 1.113 1.924 -1.113
H -0.286 2.670 -0.041
H 1.400 5.068 -1.204
H 2.587 3.687 -0.619
H 0.140 4.217 1.435
H 1.441 5.563 1.218
H 3.336 3.274 5.323
H 2.290 5.129 7.204
H -0.412 5.222 7.882
H -2.222 3.408 6.547
H -1.205 1.553 4.662
H 0.705 -1.302 4.990
H 2.320 -3.326 6.160
H 5.138 -2.912 6.187
H 6.306 -0.492 5.083
H 4.634 1.462 3.957
C 3.109 2.052 11.449
C 1.643 2.402 11.452
C 1.627 3.705 10.683
O 2.713 3.650 9.748
C 3.546 2.531 10.082
H 3.307 0.989 11.612
H 3.628 2.621 12.229
H 1.078 1.638 10.905
H 1.214 2.492 12.454
H 1.800 4.560 11.346
H 0.687 3.864 10.147
H 3.388 1.758 9.322
H 4.597 2.833 10.060
C -1.915 -9.531 -2.685
C -3.381 -9.180 -2.682
C -3.397 -7.877 -3.450
O -2.311 -7.933 -4.386
C -1.478 -9.051 -4.051
H -1.717 -10.593 -2.522
H -1.396 -8.961 -1.905
H -3.946 -9.944 -3.229
H -3.810 -9.090 -1.680
H -3.224 -7.023 -2.788
H -4.337 -7.718 -3.986
H -1.636 -9.824 -4.812
H -0.427 -8.749 -4.074
C 8.261 1.037 -4.613
C 9.408 1.337 -5.542
C 10.458 1.865 -4.589
O 10.242 1.214 -3.329
C 8.976 0.540 -3.376
H 7.549 0.310 -5.014
H 7.716 1.961 -4.385
H 9.761 0.409 -6.008
H 9.158 2.045 -6.336
H 10.345 2.943 -4.431
H 11.477 1.668 -4.935
H 9.173 -0.536 -3.436
H 8.417 0.742 -2.458
C -8.943 -4.830 -0.356
C -8.694 -4.648 1.119
C -7.241 -4.226 1.145
O -6.990 -3.521 -0.078
C -8.105 -3.723 -0.958
H -9.998 -4.765 -0.635
H -8.562 -5.806 -0.679
H -9.325 -3.838 1.504
H -8.889 -5.545 1.712
H -6.576 -5.096 1.172
H -7.007 -3.581 1.997
H -8.666 -2.783 -1.008
H -7.744 -3.968 -1.961